Entry 1:
This record from the OMol25 dataset describes a cluster of 7 separate species, C34H86F6N6O11P in total. The level of theory is ωB97M-V/def2-TZVPD.

Output
total charge: -1
spin multiplicity: 1
E_HOMO: -5.52 eV

Geometry (Å):
P  3.5776  21.9863  13.5234
F  4.4052  23.3891  13.2781
F  2.4678  22.6215  12.5515
F  4.4669  21.3413  12.2974
F  2.7801  20.5628  13.7536
F  4.6715  21.3167  14.4920
F  2.8937  22.6500  14.8966
C  2.4711  27.7261  19.5122
O  2.7035  26.6738  18.6144
C  1.4343  26.1843  18.0831
C  1.7533  24.9139  17.3012
N  2.9112  25.0143  16.4380
C  2.6443  25.8590  15.2268
C  1.3714  25.4702  14.4991
O  0.1696  25.9269  15.0841
C  -1.0331  25.4189  14.5590
H  3.4091  28.2000  19.8016
H  1.9380  27.5180  20.4399
H  1.8440  28.4172  18.9491
H  0.9927  26.8522  17.3435
H  0.7228  25.9037  18.8598
H  0.8884  24.5425  16.7515
H  2.0078  24.1942  18.0793
H  2.8829  24.1171  15.9751
H  3.5146  25.7668  14.5771
H  2.6859  26.9279  15.4363
H  1.2372  24.4039  14.3171
H  1.3528  25.8793  13.4890
H  -1.8442  26.0441  14.9323
H  -1.2565  24.3614  14.7001
H  -1.0991  25.6531  13.4965
C  5.6602  14.2045  7.6083
O  5.1386  14.9463  8.6812
C  5.4587  16.3291  8.7565
C  4.3247  16.9986  9.5753
N  4.3117  16.5902  10.9845
C  3.4092  17.4840  11.7891
C  3.2481  16.7756  13.0871
O  2.7601  15.4521  13.0149
C  3.0079  14.6154  14.1324
H  5.3673  14.5390  6.6131
H  5.2297  13.2206  7.7946
H  6.7432  14.1500  7.7189
H  5.6182  16.8263  7.7998
H  6.4309  16.5029  9.2177
H  3.3826  16.8634  9.0441
H  4.4479  18.0759  9.4638
H  4.0370  15.6232  11.0822
H  2.4441  17.6192  11.3008
H  3.8663  18.4426  12.0344
H  2.5184  17.3407  13.6670
H  4.1917  16.8188  13.6310
H  2.4428  13.6938  13.9934
H  2.6323  15.1243  15.0201
H  4.0273  14.3724  14.4322
C  7.4233  21.3825  11.3328
O  7.8250  20.0124  11.6280
C  6.7966  19.2009  12.0609
C  7.4933  17.8445  12.2893
N  6.5596  16.8825  12.8969
C  7.1161  15.4851  12.9347
C  7.4983  14.9239  11.5394
O  7.8570  13.5769  11.5587
C  8.3906  13.0383  10.3963
H  7.0649  21.8348  12.2575
H  6.7114  21.4116  10.5080
H  8.2662  22.0277  11.0850
H  6.0193  19.0881  11.3051
H  6.4352  19.4675  13.0541
H  8.4469  17.7898  12.8144
H  7.8663  17.5263  11.3158
H  5.7032  16.8860  12.3616
H  6.3015  14.9023  13.3647
H  7.9477  15.4837  13.6394
H  8.2779  15.4851  11.0241
H  6.5951  15.0375  10.9399
H  9.4300  13.3416  10.2708
H  7.8472  13.4556  9.5485
H  8.3732  11.9485  10.4059
C  9.4988  12.2227  18.5960
O  8.4584  13.2177  18.5122
C  7.1155  12.7949  18.2991
C  6.0928  13.8200  18.8422
N  5.7583  14.9183  17.8489
C  6.9160  15.6029  17.3740
C  6.5630  16.6688  16.3285
O  5.9688  17.7657  16.9442
C  5.3391  18.6528  16.0565
H  10.4752  12.6414  18.8397
H  9.6159  11.5735  17.7283
H  9.3173  11.6412  19.4999
H  6.9316  11.8802  18.8628
H  6.9319  12.5360  17.2563
H  6.5188  14.1666  19.7837
H  5.1351  13.3248  19.0025
H  5.0531  15.5803  18.1393
H  7.6059  14.9367  16.8560
H  7.4099  16.0704  18.2259
H  5.7737  16.2690  15.6918
H  7.3934  16.9385  15.6760
H  4.7891  19.5023  16.4613
H  4.5373  18.1706  15.4973
H  5.9682  19.1913  15.3476
C  4.5429  22.8904  19.6807
O  4.7691  23.5696  18.4152
C  5.7078  22.8950  17.6491
C  6.0057  23.6769  16.3450
N  6.2132  25.1075  16.6661
C  6.2093  25.8327  15.4214
C  5.9756  27.2970  15.6581
O  4.7671  27.4475  16.4449
C  4.3974  28.8264  16.6541
H  3.7992  23.3913  20.3005
H  5.4791  22.9758  20.2323
H  4.3750  21.8162  19.6028
H  5.2771  21.9198  17.4222
H  6.6395  22.8492  18.2130
H  5.2287  23.6052  15.5840
H  6.9058  23.3019  15.8578
H  7.1936  25.1005  16.9087
H  5.5265  25.4618  14.6571
H  7.1147  25.7177  14.8254
H  5.9241  27.8649  14.7292
H  6.8424  27.7137  16.1710
H  5.1547  29.4284  17.1564
H  3.5162  28.7958  17.2949
H  4.2098  29.3153  15.6982
C  -1.6665  19.5204  11.2211
C  -0.3627  20.2252  11.7109
C  -0.5493  21.2575  12.8851
O  -1.5061  22.3258  12.6454
C  -0.9105  23.3705  11.8005
N  0.6173  19.2307  12.0599
H  -1.8530  18.6738  11.8818
H  -1.5163  19.1079  10.2233
H  -2.4861  20.2345  11.1422
H  -0.0775  20.7647  10.8078
H  0.3878  21.6635  13.2662
H  -0.9687  20.7221  13.7368
H  -0.5092  23.0046  10.8555
H  -0.0445  23.8039  12.3009
H  -1.5680  24.2021  11.5472
H  0.2359  18.8521  12.9150
H  1.4702  19.5966  12.4584


Entry 2:
This record from the OMol25 dataset describes a structure of composition C41H44BrMnN6O6S. The level of theory is ωB97M-V/def2-TZVPD.

Output
expectation value of S²: 6.18
spin multiplicity: 5
E_HOMO (spin up / spin down): -7.71 / -7.77 eV

Geometry (Å):
Mn  1.5265  -0.1244  -0.7158
Br  2.3085  -4.6843  5.4738
C  3.5917  -4.8283  4.0926
C  4.1175  -3.6730  3.5312
C  5.0209  -3.7689  2.4894
C  5.4090  -5.0192  2.0110
C  4.9321  -6.1621  2.6355
C  4.0030  -6.0769  3.6638
N  6.3649  -5.2527  0.9551
N  6.6085  -4.4434  0.0470
C  5.6652  -3.5012  -0.4644
C  6.2120  -2.3189  -0.8948
C  5.4263  -1.1973  -1.2403
C  4.0605  -1.2959  -1.1825
O  3.2228  -0.3157  -1.4775
C  3.4720  -2.5520  -0.8326
N  2.1216  -2.5488  -0.8138
C  1.4977  -3.6802  -0.6074
C  2.1830  -4.9019  -0.4520
C  3.5494  -4.9006  -0.4238
C  4.2511  -3.6782  -0.5516
H  3.8179  -2.7037  3.9044
H  5.4383  -2.8637  2.0689
H  5.2838  -7.1258  2.2885
H  3.6073  -6.9709  4.1254
H  7.2930  -2.2442  -0.8910
H  5.8824  -0.2587  -1.5238
H  0.4121  -3.6421  -0.5842
H  1.6243  -5.8226  -0.3537
H  4.0917  -5.8305  -0.3202
C  0.4835  -2.3476  2.3415
C  -0.9541  -1.8418  2.2494
C  -1.0406  -0.3633  2.6198
C  -1.6522  -2.1294  0.9258
C  -2.7844  -2.9383  0.9663
C  -3.4927  -3.2688  -0.1759
C  -3.0516  -2.7887  -1.3951
C  -1.9260  -1.9769  -1.5094
C  -1.4996  -1.5759  -2.9139
C  -1.3165  -0.0781  -3.1446
C  -0.2553  -2.3453  -3.3640
C  -1.2221  -1.6354  -0.3329
O  -0.1207  -0.8757  -0.4273
H  0.8467  -2.2383  3.3672
H  1.1501  -1.7940  1.6883
H  0.5562  -3.4025  2.0750
H  -1.5205  -2.3924  3.0058
H  -0.5767  0.2551  1.8543
H  -0.5434  -0.1752  3.5759
H  -2.0803  -0.0518  2.7183
H  -3.1135  -3.3160  1.9287
H  -4.3767  -3.8905  -0.1158
H  -3.5940  -3.0455  -2.2995
H  -2.3253  -1.8846  -3.5611
H  -0.4093  0.3031  -2.6895
H  -2.1449  0.5001  -2.7337
H  -1.2574  0.1218  -4.2177
H  0.6062  -2.0884  -2.7459
H  -0.0104  -2.1045  -4.4016
H  -0.4107  -3.4236  -3.2930
C  -8.2230  5.9207  -1.2640
C  -6.8137  5.5769  -1.7292
S  -5.8148  5.0947  -0.3388
O  -5.9074  6.1118  0.6781
O  -6.1255  3.7251  -0.0037
C  -4.1535  5.1115  -0.9762
C  -3.2011  4.7281  0.1587
N  -2.0106  4.0523  -0.3453
C  -1.8145  2.7080  -0.3048
N  -0.6789  2.3547  -0.8850
C  -0.1207  3.5019  -1.3504
C  -0.9213  4.5574  -1.0329
N  -0.6884  5.9367  -1.2974
O  -1.5384  6.7429  -0.9479
O  0.3437  6.2244  -1.8625
C  -2.8013  1.7655  0.2874
H  -8.8076  6.2752  -2.1118
H  -8.1972  6.7001  -0.5043
H  -8.7174  5.0454  -0.8434
H  -6.3173  6.4335  -2.1889
H  -6.8018  4.7301  -2.4163
H  -3.9306  6.1022  -1.3679
H  -4.1217  4.3700  -1.7774
H  -3.6877  4.0287  0.8356
H  -2.9106  5.6071  0.7195
H  0.8143  3.5349  -1.8853
H  -2.8386  1.8613  1.3733
H  -2.5055  0.7497  0.0382
H  -3.8089  1.9472  -0.0943
C  2.6853  4.1512  1.0399
C  2.0033  3.2606  1.8582
C  1.7456  1.9660  1.4216
C  2.1708  1.5628  0.1618
C  2.8923  2.4392  -0.6412
C  3.1392  3.7363  -0.2037
H  2.8734  5.1634  1.3765
H  1.6660  3.5719  2.8396
H  1.2137  1.2891  2.0761
H  3.2673  2.1166  -1.6039
H  3.6843  4.4229  -0.8406


Entry 3:
This record from the OMol25 dataset describes a structure of composition C13H18B11Br6N2O2Sr. The level of theory is ωB97M-V/def2-TZVPD.

Output
total charge: +1
spin multiplicity: 1
E_HOMO: -11.60 eV

Geometry (Å):
Sr  -0.4730  -0.6368  -0.7292
C  -0.7890  -5.2485  -1.8546
C  -1.0285  -4.1401  -0.8880
O  -1.0424  -2.9703  -1.2620
C  -1.2058  -4.5043  0.5321
C  -1.5215  -3.6742  1.5346
C  -1.6590  -4.1169  2.9552
N  -1.7434  -2.2741  1.2929
N  -2.7621  -1.8499  1.8435
C  -2.9669  -0.4162  1.5956
O  -2.4811  0.0928  0.6005
C  -3.7557  0.2773  2.5893
C  -3.8901  1.6677  2.4656
C  -4.6127  2.3676  3.4081
C  -5.2013  1.6873  4.4712
C  -5.0739  0.3101  4.5972
C  -4.3525  -0.4029  3.6578
H  -0.6480  -4.8565  -2.8568
H  -1.6360  -5.9389  -1.8344
H  0.0891  -5.8204  -1.5457
H  -1.0665  -5.5467  0.7863
H  -1.3607  -5.1555  3.0628
H  -2.6940  -3.9983  3.2776
H  -1.0408  -3.4968  3.6064
H  -3.4213  2.1744  1.6334
H  -4.7211  3.4397  3.3224
H  -5.7688  2.2399  5.2085
H  -5.5420  -0.2049  5.4243
H  -4.2615  -1.4762  3.7374
Br  0.5681  2.0546  0.3639
B  2.0119  2.1758  -0.9876
B  3.1485  3.5191  -0.9924
C  3.5570  3.6783  -2.6297
B  1.9311  3.3673  -2.2838
B  2.7326  2.6704  -3.7145
B  4.4363  2.3914  -3.3045
B  4.6931  2.9161  -1.6247
B  3.7158  1.8948  -0.5575
Br  4.2264  1.4284  1.2546
B  4.5239  1.1924  -2.0028
Br  5.9764  -0.0724  -1.8300
B  3.2946  1.0360  -3.3072
Br  3.3278  -0.4008  -4.6087
B  1.7548  1.6563  -2.6622
Br  0.0034  0.9546  -3.2959
B  2.8554  0.7431  -1.6078
Br  2.4893  -1.0971  -0.9636
H  3.1108  4.4446  -0.2647
H  3.8002  4.6709  -2.9773
H  1.0871  4.1807  -2.4082
H  2.4203  3.0333  -4.7908
H  5.2694  2.5813  -4.1144
H  5.6963  3.4526  -1.3221


Entry 4:
This record from the OMol25 dataset describes a structure of composition C10H9IrN8S3. The level of theory is ωB97M-V/def2-TZVPD.

Output
expectation value of S²: 8.82
total charge: +1
spin multiplicity: 6
E_HOMO (spin up / spin down): -8.11 / -11.68 eV

Geometry (Å):
Ir  0.0886  0.6408  0.3898
N  -0.3041  -0.6173  -1.3452
N  -1.6222  -1.1254  -1.3815
C  -2.2931  -1.1062  -0.2239
N  -3.6350  -1.1570  -0.2477
S  -1.3960  -1.0554  1.3183
H  -0.0641  -0.2290  -2.2624
H  0.4024  -1.3635  -1.1396
H  -2.1758  -1.0462  -2.2449
H  -4.0868  -1.0488  -1.1502
H  -4.2497  -1.2373  0.5746
S  -0.0926  1.9810  3.5344
C  -0.0006  1.2993  2.1490
S  2.2911  0.8342  0.1397
C  2.9650  -0.7665  -0.1231
N  4.0816  -1.0298  0.6144
C  4.7427  -2.1920  0.4514
C  4.1635  -3.2439  -0.2570
C  2.9424  -2.9218  -0.8425
N  2.4442  -1.6699  -0.9566
H  4.4217  -0.1942  1.1489
H  5.6504  -2.2430  1.0018
H  4.6590  -4.2391  -0.1506
H  2.3486  -3.7298  -1.3664
N  -1.8040  1.7201  -0.0919
C  -2.3852  2.7271  0.0505
C  -2.9422  3.9939  0.2716
C  -3.5540  4.7324  -0.7728
N  -4.1043  5.3884  -1.5303
C  -3.1749  4.2843  1.6691
N  -3.3164  4.6147  2.7728


Entry 5:
This record from the OMol25 dataset describes a cluster of 4 separate species, C26H63BBrClN3O5 in total. The level of theory is ωB97M-V/def2-TZVPD.

Output
total charge: -1
spin multiplicity: 1
E_HOMO: -5.13 eV

Geometry (Å):
C  -2.9734  -3.3213  0.5460
C  -3.4503  -2.1206  1.5562
O  -2.2505  -1.3768  1.9700
B  -2.1704  -0.0423  1.3445
Br  -2.5214  -0.0022  -0.6303
C  -0.6153  0.4932  1.5769
C  0.4930  -0.7113  1.7203
C  0.8173  -1.5025  0.3022
C  2.4213  -1.3096  -0.1307
C  2.7538  -2.0108  -1.5897
C  2.0324  -1.2855  -2.8709
C  0.6219  -1.9683  -3.3540
C  0.6627  -3.6023  -3.5163
O  -0.2483  -4.1126  -4.5916
C  -0.2637  -5.5965  -4.5187
C  -3.1789  1.0889  2.0381
Cl  -3.3093  0.7871  3.8635
C  -2.6979  2.6421  1.6729
C  -3.8424  3.7754  1.9901
H  -1.9048  -3.6940  0.9255
H  -2.7888  -2.9699  -0.5733
H  -3.6623  -4.2894  0.5888
H  -4.3351  -1.4615  1.1653
H  -3.8588  -2.6596  2.5400
H  -0.3132  1.1624  0.6591
H  -0.5343  1.1324  2.5818
H  0.2744  -1.4574  2.6259
H  1.5180  -0.1774  2.0198
H  0.2022  -1.1095  -0.6125
H  0.5417  -2.6592  0.4071
H  2.6217  -0.1446  -0.2865
H  3.0545  -1.7546  0.7487
H  3.9320  -1.9173  -1.7537
H  2.5295  -3.1618  -1.4878
H  1.9108  -0.1191  -2.6783
H  2.7918  -1.3681  -3.7881
H  -0.3092  -1.6867  -2.6636
H  0.3323  -1.5393  -4.4299
H  0.2747  -4.1007  -2.5123
H  1.7828  -3.9738  -3.6708
H  -1.2077  -5.9583  -3.8852
H  0.6889  -6.0339  -3.9478
H  -0.3749  -6.0919  -5.5986
H  -4.2739  0.9759  1.5779
H  -1.7614  2.9203  2.3576
H  -2.4033  2.6994  0.5234
H  -4.0544  3.8341  3.1623
H  -4.8338  3.5889  1.3792
H  -3.4393  4.8624  1.7060
C  -3.4234  6.7927  -1.1650
C  -4.8743  7.2049  -0.9293
C  -5.2316  8.5767  -1.5458
O  -4.7622  9.6988  -0.7931
C  -3.4122  10.0533  -1.0507
N  -5.1516  7.1736  0.5147
H  -2.7197  7.3455  -0.5377
H  -3.2873  5.7292  -0.9349
H  -3.1384  6.9430  -2.2118
H  -5.5055  6.4513  -1.4159
H  -6.3255  8.6662  -1.5523
H  -4.9104  8.6461  -2.5920
H  -3.1351  9.8943  -2.0970
H  -2.7463  9.4961  -0.3896
H  -3.2909  11.1156  -0.8194
H  -6.1432  7.3644  0.6605
H  -4.6873  7.9873  0.9299
C  1.3476  -0.1374  8.0422
C  0.1288  -0.1150  7.1231
C  0.4740  0.2116  5.6521
O  0.7225  1.5977  5.4012
C  2.0462  2.0178  5.6944
N  -0.8624  0.8259  7.6664
H  1.7231  0.8631  8.2707
H  1.0943  -0.6086  8.9994
H  2.1644  -0.7148  7.5959
H  -0.3071  -1.1213  7.1429
H  -0.3992  -0.0446  5.0384
H  1.3016  -0.4066  5.2839
H  2.7850  1.2421  5.4727
H  2.1179  2.3273  6.7384
H  2.2686  2.8927  5.0765
H  -1.7082  0.7726  7.0983
H  -0.5121  1.7720  7.4865
C  6.1928  -5.5417  -6.3428
C  5.0571  -4.7987  -5.6435
C  5.3319  -4.5238  -4.1473
O  5.1476  -5.6600  -3.2981
C  6.2665  -6.5311  -3.2347
N  3.8066  -5.5491  -5.8334
H  6.2330  -6.6005  -6.0753
H  6.0667  -5.4929  -7.4310
H  7.1620  -5.0918  -6.1023
H  4.9533  -3.8275  -6.1425
H  4.6009  -3.7806  -3.8037
H  6.3214  -4.0771  -3.9930
H  7.2156  -5.9901  -3.2892
H  6.2052  -7.2773  -4.0287
H  6.2274  -7.0637  -2.2799
H  3.0375  -5.0059  -5.4403
H  3.8529  -6.3733  -5.2264


Entry 6:
This record from the OMol25 dataset describes a cluster of 3 separate species, C5H11NO in total. The level of theory is ωB97M-V/def2-TZVPD.

Output
spin multiplicity: 1
E_HOMO (spin up / spin down): -7.58 / -7.58 eV

Geometry (Å):
C  -1.7127  0.7688  -1.5862
N  -0.5030  1.1298  -1.1825
C  -0.3176  1.0313  0.2610
O  -1.1495  1.5791  0.9731
C  0.4914  -0.1006  0.5304
C  1.7562  -0.4520  -0.2203
C  0.4294  -0.6400  1.9367
H  -1.5589  -0.8438  -0.7942
H  -1.8746  0.5271  -2.6310
H  -2.5466  1.0734  -0.9667
H  0.2635  0.8250  -1.7681
H  -0.8802  -0.9140  -0.2553
H  2.6332  -0.2113  0.3973
H  1.8960  0.0782  -1.1697
H  1.8066  -1.5261  -0.4366
H  0.6542  -1.7129  1.9561
H  1.1685  -0.1382  2.5783
H  -0.5561  -0.4738  2.3777